[1]
{
  "formula": "C10H20N2S",
  "method": "ωB97M-V with the def2-TZVPD basis set",
  "smiles": "CC(C)CNC(=S)NC1CCCC1",
  "orbital_gap_ev": 8.5,
  "multiplicity": 1,
  "relative_energy_kj_mol": 22.6,
  "elements": ["C", "C", "C", "C", "N", "C", "S", "N", "C", "C", "C", "C", "C", "H", "H", "H", "H", "H", "H", "H", "H", "H", "H", "H", "H", "H", "H", "H", "H", "H", "H", "H", "H"],
  "positions_angstrom": [[1.436, 2.448, 1.923], [0.878, 2.532, 0.495], [0.805, 3.924, -0.187], [1.836, 1.690, -0.390], [2.053, 0.326, 0.113], [1.106, -0.634, 0.181], [1.362, -1.939, 1.231], [0.030, -0.372, -0.589], [-1.076, -1.259, -0.791], [-2.019, -1.464, 0.323], [-2.716, -2.702, -0.103], [-1.496, -3.607, -0.448], [-0.639, -2.703, -1.311], [2.573, 2.621, 2.146], [0.729, 3.120, 2.529], [1.207, 1.426, 2.295], [-0.071, 2.048, 0.365], [0.247, 4.714, 0.425], [1.865, 4.182, -0.361], [0.253, 3.721, -1.093], [1.432, 1.770, -1.447], [2.906, 2.074, -0.605], [2.757, 0.264, 0.889], [0.187, 0.368, -1.467], [-1.728, -0.825, -1.577], [-2.635, -0.565, 0.548], [-1.461, -1.731, 1.206], [-3.457, -3.006, 0.765], [-3.394, -2.550, -0.902], [-0.848, -3.826, 0.427], [-1.654, -4.635, -0.942], [0.467, -2.708, -1.263], [-0.938, -2.703, -2.384]]
}



[2]
{
  "formula": "C3H5O3",
  "method": "ωB97M-V with the def2-TZVPD basis set",
  "smiles": "O=C([O-])CCO",
  "orbital_gap_ev": 7.8,
  "multiplicity": 1,
  "total_charge": -1,
  "relative_energy_kj_mol": 32.5,
  "elements": ["O", "C", "O", "C", "C", "O", "H", "H", "H", "H", "H"],
  "positions_angstrom": [[1.433, 1.242, -0.054], [1.263, 0.023, -0.162], [2.074, -0.936, -0.290], [-0.195, -0.459, 0.230], [-1.350, 0.537, -0.038], [-2.625, -0.214, 0.143], [-0.422, -1.337, -0.365], [-0.189, -0.559, 1.322], [-1.314, 0.733, -1.101], [-1.423, 1.382, 0.633], [-2.591, -0.822, 0.883]]
}



[3]
{
  "formula": "C6H8O2",
  "method": "ωB97M-V with the def2-TZVPD basis set",
  "smiles": "O=C1CC1=O.C=CC",
  "orbital_gap_ev": 8.4,
  "multiplicity": 1,
  "relative_energy_kj_mol": 390.2,
  "elements": ["O", "C", "C", "C", "O", "H", "H", "C", "C", "C", "H", "H", "H", "H", "H", "H"],
  "positions_angstrom": [[0.809, -1.845, 4.095], [0.150, -1.790, 3.100], [-0.246, -2.514, 1.856], [-0.910, -1.224, 2.264], [-1.888, -0.535, 2.211], [-0.792, -3.447, 1.925], [0.437, -2.510, 1.013], [-0.107, 0.222, -1.654], [-0.104, 1.527, -1.410], [0.796, 2.504, -2.090], [-0.902, -0.431, -1.337], [0.632, -0.226, -2.300], [-0.929, 1.970, -0.866], [1.284, 3.146, -1.357], [0.222, 3.150, -2.755], [1.547, 2.001, -2.695]]
}



[4]
{
  "formula": "C18H18N2",
  "method": "ωB97M-V with the def2-TZVPD basis set",
  "orbital_gap_ev": [2.2, 5.9],
  "multiplicity": 2,
  "total_charge": -1,
  "relative_energy_kj_mol": 78.2,
  "elements": ["C", "C", "C", "C", "C", "C", "C", "C", "C", "N", "H", "H", "H", "H", "H", "H", "H", "H", "H", "C", "C", "C", "C", "C", "C", "C", "C", "C", "N", "H", "H", "H", "H", "H", "H", "H", "H", "H"],
  "positions_angstrom": [[-1.113, 5.194, 0.440], [-1.544, 1.562, 0.964], [-1.397, 2.701, 0.178], [-1.141, 3.826, 1.020], [-1.118, 3.366, 2.314], [-2.299, 0.337, -0.975], [-2.023, 0.337, 0.427], [-2.169, 1.494, -1.780], [-1.755, 2.679, -1.234], [-1.339, 1.955, 2.280], [-2.383, -0.647, -1.424], [-2.041, -0.610, 0.951], [-2.558, 1.481, -2.792], [-1.625, 3.533, -1.886], [-0.933, 1.272, 2.899], [-1.008, 3.775, 3.303], [-1.910, 5.398, -0.275], [-0.138, 5.518, 0.063], [-1.276, 5.928, 1.247], [0.341, -1.587, -2.495], [1.396, -2.377, -0.297], [0.913, -2.637, -1.612], [2.114, -3.524, 0.100], [1.440, -3.843, -2.040], [1.222, -1.325, 0.621], [1.918, -1.412, 1.814], [2.554, -2.618, 2.236], [2.625, -3.699, 1.383], [2.150, -4.376, -0.958], [0.619, -0.476, 0.320], [1.995, -0.524, 2.429], [2.820, -2.731, 3.274], [0.453, -1.807, -3.562], [0.892, -0.654, -2.385], [1.183, -4.358, -2.948], [2.790, -5.159, -0.977], [3.032, -4.672, 1.637], [-0.686, -1.316, -2.258]]
}



[5]
{
  "formula": "C51H110F9N6O9S2",
  "method": "ωB97M-V with the def2-TZVPD basis set",
  "orbital_gap_ev": 7.9,
  "multiplicity": 1,
  "total_charge": 3,
  "elements": ["C", "N", "C", "C", "C", "C", "O", "H", "H", "H", "H", "H", "H", "H", "H", "H", "H", "H", "H", "H", "H", "C", "C", "C", "N", "C", "C", "C", "C", "C", "H", "H", "H", "H", "H", "H", "H", "H", "H", "H", "H", "H", "H", "H", "H", "H", "H", "H", "C", "C", "C", "N", "C", "C", "C", "C", "C", "H", "H", "H", "H", "H", "H", "H", "H", "H", "H", "H", "H", "H", "H", "H", "H", "H", "H", "C", "C", "C", "N", "C", "C", "C", "C", "C", "H", "H", "H", "H", "H", "H", "H", "H", "H", "H", "H", "H", "H", "H", "H", "H", "H", "H", "C", "C", "C", "N", "C", "C", "C", "C", "C", "H", "H", "H", "H", "H", "H", "H", "H", "H", "H", "H", "H", "H", "H", "H", "H", "H", "H", "C", "C", "C", "N", "C", "C", "C", "C", "C", "H", "H", "H", "H", "H", "H", "H", "H", "H", "H", "H", "H", "H", "H", "H", "H", "H", "H", "C", "O", "O", "C", "F", "F", "F", "C", "C", "H", "H", "H", "H", "H", "H", "C", "F", "F", "F", "S", "O", "O", "O", "C", "F", "F", "F", "S", "O", "O", "O"],
  "positions_angstrom": [[-1.964, -3.693, 6.420], [-2.655, -3.155, 5.159], [-2.775, -4.249, 4.186], [-4.098, -2.778, 5.502], [-1.950, -1.938, 4.642], [-0.585, -2.212, 4.060], [0.406, -2.459, 5.055], [-1.136, -4.322, 6.087], [-2.744, -4.225, 6.926], [-1.637, -2.880, 7.138], [-3.506, -4.936, 4.605], [-1.861, -4.712, 3.769], [-3.202, -3.865, 3.290], [-4.567, -3.630, 6.015], [-4.630, -2.654, 4.554], [-4.075, -1.897, 6.117], [-1.851, -1.279, 5.470], [-2.624, -1.548, 3.857], [-0.369, -1.284, 3.601], [-0.670, -2.907, 3.152], [0.892, -1.602, 5.197], [-6.620, 4.391, -2.721], [-5.927, 3.205, -2.091], [-5.869, 3.536, -0.627], [-5.387, 2.499, 0.296], [-6.305, 1.293, 0.217], [-5.290, 3.027, 1.716], [-3.788, 3.430, 1.828], [-3.070, 2.320, 1.119], [-3.997, 2.084, -0.089], [-7.658, 4.546, -2.372], [-6.718, 4.306, -3.840], [-6.036, 5.340, -2.607], [-4.938, 3.105, -2.578], [-6.466, 2.246, -2.219], [-6.924, 3.701, -0.280], [-5.314, 4.437, -0.368], [-6.263, 0.839, -0.722], [-7.244, 1.677, 0.539], [-5.963, 0.554, 0.948], [-5.735, 2.347, 2.466], [-5.907, 3.910, 1.887], [-3.538, 3.501, 2.919], [-3.642, 4.402, 1.429], [-2.937, 1.437, 1.814], [-2.129, 2.581, 0.645], [-4.076, 1.040, -0.407], [-3.820, 2.762, -0.980], [3.652, -2.954, -0.012], [3.462, -3.273, -1.482], [4.170, -2.209, -2.352], [4.228, -2.549, -3.795], [2.881, -3.009, -4.202], [5.292, -3.552, -4.160], [5.601, -3.213, -5.677], [4.979, -1.787, -5.883], [4.644, -1.315, -4.468], [3.278, -2.015, 0.274], [4.746, -2.821, 0.133], [3.195, -3.753, 0.610], [2.369, -3.243, -1.683], [3.909, -4.272, -1.719], [5.187, -2.169, -1.971], [3.707, -1.225, -2.229], [2.142, -2.261, -3.938], [2.664, -3.909, -3.663], [2.955, -3.276, -5.300], [4.980, -4.565, -3.989], [6.055, -3.326, -3.427], [5.237, -4.000, -6.294], [6.716, -3.200, -5.711], [4.135, -1.640, -6.587], [5.700, -1.019, -6.287], [3.853, -0.551, -4.347], [5.484, -0.906, -3.926], [0.657, 3.678, 9.602], [1.640, 2.661, 9.041], [2.489, 3.128, 7.896], [3.595, 2.130, 7.516], [4.581, 2.070, 8.618], [4.410, 2.720, 6.321], [5.000, 1.538, 5.595], [4.233, 0.234, 6.142], [3.088, 0.825, 7.007], [-0.075, 3.270, 10.321], [-0.044, 4.230, 8.938], [1.163, 4.531, 10.175], [1.111, 1.751, 8.725], [2.225, 2.290, 9.850], [3.019, 4.018, 8.222], [1.911, 3.195, 6.948], [4.633, 3.113, 8.903], [5.533, 1.700, 8.281], [4.171, 1.540, 9.449], [5.201, 3.327, 6.825], [3.830, 3.481, 5.785], [6.076, 1.595, 5.797], [4.824, 1.631, 4.518], [4.943, -0.350, 6.803], [3.772, -0.347, 5.362], [2.935, 0.127, 7.801], [2.191, 1.011, 6.370], [6.017, 8.243, -2.067], [5.597, 6.783, -1.883], [5.257, 6.104, -3.234], [4.445, 4.803, -3.093], [5.134, 3.707, -2.266], [4.143, 4.232, -4.487], [3.048, 5.124, -5.078], [2.443, 5.858, -3.828], [3.096, 5.180, -2.679], [6.967, 8.415, -2.663], [6.128, 8.745, -1.149], [5.145, 8.691, -2.606], [4.751, 6.849, -1.259], [6.410, 6.119, -1.495], [6.158, 5.969, -3.857], [4.624, 6.767, -3.835], [4.581, 2.814, -2.173], [5.410, 4.043, -1.268], [6.060, 3.445, -2.758], [3.668, 3.277, -4.222], [5.105, 4.143, -4.958], [2.289, 4.530, -5.611], [3.325, 5.875, -5.819], [1.403, 5.707, -3.753], [2.509, 6.977, -3.821], [2.564, 4.252, -2.438], [3.199, 5.723, -1.734], [-2.592, -2.845, -3.539], [-3.598, -3.891, -3.919], [-3.063, -4.947, -4.905], [-4.204, -5.691, -5.498], [-5.023, -6.361, -4.453], [-3.676, -6.796, -6.412], [-4.651, -6.835, -7.658], [-5.535, -5.574, -7.591], [-5.051, -4.803, -6.371], [-2.942, -2.243, -2.723], [-2.258, -2.140, -4.287], [-1.607, -3.261, -3.279], [-4.539, -3.468, -4.223], [-3.847, -4.408, -2.961], [-2.438, -5.651, -4.350], [-2.462, -4.594, -5.770], [-5.682, -7.047, -4.981], [-5.661, -5.671, -3.943], [-4.421, -6.942, -3.722], [-3.580, -7.728, -5.881], [-2.621, -6.570, -6.650], [-5.317, -7.748, -7.525], [-4.072, -6.993, -8.612], [-6.615, -5.767, -7.459], [-5.391, -4.986, -8.487], [-5.926, -4.433, -5.802], [-4.447, -3.982, -6.692], [-4.014, -1.859, 0.614], [-2.707, -2.105, 1.327], [-3.997, -1.049, -0.393], [-4.569, -3.265, 0.212], [-4.527, -4.080, 1.267], [-5.852, -3.145, -0.110], [-3.948, -3.895, -0.795], [-1.560, -1.845, 0.539], [-0.971, -3.140, -0.033], [0.032, -3.066, -0.481], [-0.871, -3.964, 0.744], [-1.701, -3.622, -0.712], [-0.761, -1.344, 1.005], [-1.714, -1.203, -0.357], [-4.695, -1.614, 1.533], [0.765, 1.507, 2.877], [1.903, 0.862, 2.602], [0.803, 2.773, 2.383], [-0.089, 0.802, 2.189], [0.562, 1.754, 4.681], [1.829, 2.438, 4.846], [-0.559, 2.646, 4.867], [0.512, 0.372, 5.248], [1.200, 1.683, -1.443], [0.429, 2.738, -1.613], [2.168, 1.973, -0.499], [0.421, 0.722, -0.952], [1.992, 1.209, -3.078], [1.733, 2.327, -4.005], [3.365, 1.069, -2.697], [1.393, -0.058, -3.485]]
}



[6]
{
  "formula": "C6H12N3S",
  "method": "ωB97M-V with the def2-TZVPD basis set",
  "smiles": "CS[C@]1(C)N=CCC(=[NH2+])N1",
  "orbital_gap_ev": 8.9,
  "multiplicity": 1,
  "total_charge": 1,
  "relative_energy_kj_mol": 108.7,
  "elements": ["C", "S", "C", "C", "N", "C", "C", "C", "N", "N", "H", "H", "H", "H", "H", "H", "H", "H", "H", "H", "H", "H"],
  "positions_angstrom": [[-2.607, 1.133, -1.036], [-1.111, 1.730, -0.226], [0.007, 0.343, -0.774], [0.497, 0.327, -2.199], [-0.665, -0.845, -0.363], [-0.449, -1.637, 0.532], [0.727, -1.538, 1.446], [1.367, -0.225, 1.264], [1.884, 0.234, 2.359], [1.155, 0.534, 0.178], [-2.769, 0.156, -0.623], [-2.452, 0.991, -2.173], [-3.515, 1.698, -0.777], [0.291, -0.608, -2.605], [1.523, 0.428, -2.180], [0.054, 1.178, -2.824], [-1.197, -2.419, 0.615], [0.282, -1.487, 2.471], [1.408, -2.196, 0.970], [1.784, -0.340, 3.160], [2.368, 1.063, 2.483], [1.416, 1.479, 0.302]]
}



[7]
{
  "formula": "C40H78ClN6O7",
  "method": "ωB97M-V with the def2-TZVPD basis set",
  "orbital_gap_ev": 7.5,
  "multiplicity": 1,
  "total_charge": 1,
  "elements": ["C", "C", "N", "C", "C", "C", "C", "C", "C", "Cl", "C", "C", "C", "C", "C", "C", "C", "C", "C", "O", "C", "C", "O", "C", "C", "C", "C", "N", "O", "C", "C", "C", "N", "C", "C", "N", "H", "H", "H", "H", "H", "H", "H", "H", "H", "H", "H", "H", "H", "H", "H", "H", "H", "H", "H", "H", "H", "H", "H", "H", "H", "H", "H", "H", "H", "H", "H", "H", "H", "H", "H", "H", "H", "H", "H", "H", "H", "H", "H", "H", "H", "H", "H", "H", "C", "O", "C", "C", "N", "C", "C", "O", "C", "H", "H", "H", "H", "H", "H", "H", "H", "H", "H", "H", "H", "H", "H", "H", "C", "O", "C", "C", "N", "C", "C", "O", "C", "H", "H", "H", "H", "H", "H", "H", "H", "H", "H", "H", "H", "H", "H", "H"],
  "positions_angstrom": [[2.921, 0.154, 4.225], [3.047, 0.700, 2.714], [1.935, 1.637, 2.315], [1.085, 1.035, 1.258], [0.324, -0.273, 1.831], [-1.288, -0.068, 1.742], [-1.922, -0.389, 0.316], [-1.301, -1.664, -0.439], [-1.170, -2.985, 0.460], [0.263, -1.252, -1.372], [-1.520, 1.461, 2.266], [-2.974, 1.750, 2.853], [-4.217, 1.347, 1.944], [-5.531, 2.063, 2.601], [-6.487, 1.005, 3.366], [-7.926, 1.638, 3.699], [-8.699, 2.186, 2.388], [-8.706, 1.158, 1.161], [-9.061, 1.962, -0.204], [-7.967, 2.905, -0.428], [-8.512, 4.052, -1.090], [-8.175, 4.316, -2.646], [-9.281, 4.844, -0.507], [-0.934, 2.579, 1.262], [-0.484, 3.812, 2.232], [0.016, 5.104, 1.385], [1.073, 6.004, 2.188], [1.818, 7.004, 1.364], [1.240, 5.897, 3.428], [-2.018, 3.238, 0.281], [-2.093, 3.019, -1.254], [-3.122, 3.654, -2.212], [-4.122, 4.527, -1.722], [-4.063, 4.789, -0.332], [-3.123, 4.259, 0.756], [0.207, 1.981, 0.510], [3.948, -0.059, 4.703], [2.335, 0.844, 4.928], [2.366, -0.860, 4.260], [4.066, 1.205, 2.621], [3.049, -0.233, 2.029], [2.338, 2.544, 2.007], [1.827, 0.612, 0.470], [0.546, -0.376, 2.961], [0.696, -1.235, 1.353], [-1.762, -0.741, 2.539], [-1.929, 0.466, -0.437], [-3.033, -0.653, 0.497], [-2.058, -1.923, -1.272], [-1.901, -3.017, 1.332], [-1.408, -3.875, -0.238], [-0.074, -3.115, 0.754], [-0.814, 1.520, 3.186], [-3.068, 1.154, 3.839], [-3.052, 2.856, 3.171], [-4.443, 0.230, 1.942], [-4.186, 1.707, 0.864], [-5.182, 2.802, 3.422], [-6.096, 2.709, 1.839], [-5.988, 0.730, 4.372], [-6.535, 0.067, 2.712], [-8.559, 0.814, 4.197], [-7.864, 2.492, 4.470], [-9.797, 2.386, 2.679], [-8.284, 3.220, 2.081], [-7.707, 0.641, 0.963], [-9.466, 0.335, 1.386], [-9.054, 1.182, -1.037], [-10.076, 2.457, -0.060], [-7.103, 3.948, -2.852], [-8.265, 5.434, -2.875], [-8.898, 3.752, -3.334], [-1.393, 4.190, 2.834], [0.286, 3.505, 3.011], [0.409, 4.851, 0.345], [-0.903, 5.785, 1.220], [1.613, 7.960, 1.680], [2.823, 6.789, 1.384], [-1.336, 2.308, -1.759], [-3.106, 3.396, -3.330], [-4.874, 5.512, 0.054], [-3.224, 4.564, 1.859], [-0.068, 1.484, -0.369], [0.819, 2.764, 0.182], [3.963, -5.302, -7.572], [4.598, -4.150, -7.042], [3.969, -2.935, -7.452], [3.397, -2.209, -6.235], [2.248, -2.935, -5.690], [1.789, -2.416, -4.402], [2.734, -2.586, -3.203], [2.928, -3.942, -2.816], [4.001, -4.598, -3.477], [4.536, -6.178, -7.263], [2.946, -5.401, -7.179], [3.941, -5.267, -8.664], [3.200, -3.102, -8.213], [4.746, -2.308, -7.901], [3.084, -1.203, -6.527], [4.195, -2.123, -5.489], [2.501, -3.911, -5.574], [0.856, -2.939, -4.169], [1.534, -1.356, -4.512], [2.256, -2.100, -2.345], [3.692, -2.075, -3.344], [4.821, -3.914, -3.714], [3.643, -5.094, -4.382], [4.381, -5.374, -2.807], [9.242, -3.128, 1.883], [8.401, -2.507, 0.922], [8.190, -3.320, -0.234], [6.712, -3.691, -0.345], [6.331, -4.628, 0.713], [4.888, -4.855, 0.797], [4.020, -3.669, 1.241], [4.241, -3.271, 2.592], [5.266, -2.303, 2.764], [9.400, -2.423, 2.701], [8.768, -4.027, 2.290], [10.211, -3.380, 1.446], [8.826, -4.211, -0.236], [8.466, -2.716, -1.103], [6.527, -4.152, -1.320], [6.127, -2.767, -0.279], [6.654, -4.266, 1.604], [4.741, -5.666, 1.518], [4.526, -5.225, -0.168], [2.976, -4.000, 1.197], [4.093, -2.814, 0.561], [5.337, -1.619, 1.913], [6.224, -2.797, 2.939], [5.028, -1.721, 3.657]]
}



Number 1: electronic energy -24508.7212 eV. Number 2: electronic energy -9335.5655 eV. Number 3: electronic energy -10442.6825 eV. Number 4: electronic energy -21936.9895 eV. Number 5: electronic energy -128142.2949 eV. Number 6: electronic energy -21714.3798 eV. Number 7: electronic energy -78524.4043 eV.